# 1
{
  "formula": "C33H34CaN5O5S",
  "method": "wB97M-V/def2-TZVPD",
  "e_lumo_ev": 2.26,
  "total_charge": -1,
  "relative_energy_kj_mol": 0.0,
  "homo_lumo_gap_ev": 7.5,
  "homo_energy_ev": -5.23,
  "species": ["Ca", "S", "O", "O", "O", "O", "O", "N", "N", "N", "N", "N", "C", "C", "C", "C", "C", "C", "C", "C", "C", "C", "C", "C", "C", "C", "C", "C", "C", "C", "C", "C", "C", "C", "C", "C", "C", "C", "C", "C", "C", "C", "C", "C", "C", "H", "H", "H", "H", "H", "H", "H", "H", "H", "H", "H", "H", "H", "H", "H", "H", "H", "H", "H", "H", "H", "H", "H", "H", "H", "H", "H", "H", "H", "H", "H", "H", "H", "H"],
  "positions_angstrom": [[0.3212, 1.2483, -0.6454], [0.9341, -3.0042, -3.2570], [-1.4474, 1.8233, 0.6099], [2.9117, 0.7896, -0.1171], [1.6930, 3.0671, -0.8729], [-2.4057, 2.5960, 2.4805], [2.8880, 4.7184, 0.0784], [-3.8380, 4.2817, -1.9917], [0.7606, -1.2139, -1.4082], [-0.7898, -1.1655, 1.7272], [1.0456, 2.1255, 1.6801], [-3.2747, 4.9991, 0.0162], [-0.5920, -0.8339, -4.8195], [1.5932, -3.3842, -1.7026], [-3.0075, -1.0691, 0.4018], [2.5242, -3.5083, 0.9161], [-4.6980, 5.2820, -1.5994], [-1.7938, -1.1158, 1.1677], [2.7159, -2.3912, 3.1823], [-0.1922, -0.4382, -3.5344], [2.6800, -4.5929, 0.0352], [2.2082, 1.3835, 2.1640], [4.5933, -3.7579, 2.2960], [2.0610, 3.8183, 0.1073], [-4.9499, 0.1276, -0.3258], [3.0639, -3.6218, 2.3413], [2.4615, -4.8581, 3.0228], [1.3420, 3.5424, 1.4407], [-1.1709, 0.0826, -5.6732], [-5.2778, -0.9317, -1.1615], [3.3413, 1.2883, 1.1459], [1.8955, -2.3646, 0.4605], [-1.4409, 2.1791, 1.8382], [-4.4717, -2.0622, -1.2142], [-0.9488, 1.7626, -3.9573], [2.2241, -4.5440, -1.2680], [-1.3468, 1.3934, -5.2339], [-3.8135, 0.0671, 0.4636], [0.4564, -1.4150, -2.6566], [-3.3308, -2.1344, -0.4350], [-0.3542, 0.8750, -3.0430], [1.4175, -2.2960, -0.8469], [-4.3703, 5.7360, -0.3553], [-0.1044, 1.9892, 2.5759], [-2.9968, 4.1415, -0.9955], [1.9049, 3.9769, 2.2749], [3.0669, -2.5374, 4.2061], [-6.1587, -0.8704, -1.7878], [2.7839, -5.7833, 2.5416], [-5.5021, 5.6125, -2.2365], [4.9004, -4.6117, 1.6902], [-3.5255, 0.8988, 1.0969], [2.6244, 1.8291, 3.0837], [1.8679, 0.3759, 2.4163], [4.0877, 0.5933, 1.5371], [-5.5654, 1.0169, -0.3042], [1.3712, -4.8192, 2.9906], [1.7371, -1.5101, 1.0996], [2.7613, 1.5789, -0.6771], [0.3900, 4.0768, 1.3788], [-0.1319, 0.9733, 2.9745], [-1.1223, 2.7934, -3.6583], [3.1729, -5.4955, 0.3764], [5.0409, -2.8605, 1.8643], [-0.4578, -1.8605, -5.1504], [4.9905, -3.8940, 3.3053], [-2.8139, 5.0103, 0.9099], [2.3558, -5.3883, -1.9328], [-2.1898, 3.4327, -0.9133], [1.6395, -2.2111, 3.2082], [-1.8045, 2.1224, -5.8944], [3.2086, -1.4986, 2.7877], [2.7748, -4.8980, 4.0690], [-4.8063, 6.4865, 0.2798], [-4.7243, -2.8799, -1.8761], [3.8300, 2.2576, 1.0238], [-0.0582, 2.6806, 3.4249], [-1.4861, -0.2165, -6.6654], [-2.6776, -2.9963, -0.4806]]
}

# 2
{
  "formula": "C20H40NP3PmS2",
  "method": "wB97M-V/def2-TZVPD",
  "e_lumo_ev": [-11.33, -11.26],
  "total_charge": 3,
  "multiplicity": 5,
  "relative_energy_kj_mol": 303.7,
  "homo_lumo_gap_ev": [4.7, 4.7],
  "homo_energy_ev": [-15.99, -15.99],
  "species": ["Pm", "S", "S", "P", "P", "P", "N", "C", "C", "C", "C", "C", "C", "C", "C", "C", "C", "C", "C", "C", "C", "C", "C", "C", "C", "C", "C", "H", "H", "H", "H", "H", "H", "H", "H", "H", "H", "H", "H", "H", "H", "H", "H", "H", "H", "H", "H", "H", "H", "H", "H", "H", "H", "H", "H", "H", "H", "H", "H", "H", "H", "H", "H", "H", "H", "H", "H"],
  "positions_angstrom": [[0.2374, -0.2786, 0.3795], [1.2527, 0.8590, -1.5289], [2.7112, -1.7987, 3.3812], [-1.9052, -0.2834, -1.7143], [-1.8841, -0.0612, 2.0251], [0.0799, -3.1416, 0.7038], [1.9816, 0.2489, 1.9260], [2.7974, 3.9991, -3.6635], [-1.2895, -1.0948, -3.2376], [2.6820, 1.2003, -3.9219], [-1.3509, -3.9916, -0.0639], [-0.0578, -3.7728, 2.4225], [-1.5609, 0.1539, 3.8014], [-3.5864, -0.9729, -1.5679], [1.9356, 1.8030, -2.8701], [3.3291, 3.3556, -4.8183], [2.6884, 4.0328, 1.0717], [3.3275, 1.9137, -4.9318], [1.4783, -4.1359, 0.0651], [2.1445, 3.2169, -2.7139], [-3.1324, -1.3820, 2.0751], [-2.9029, 1.4099, 1.6764], [1.7518, 0.5890, 3.2673], [1.4425, 4.5061, 1.2348], [2.1193, -0.3770, 4.1805], [2.3822, -1.0886, 1.8504], [-2.2179, 1.4401, -2.2673], [3.7901, 1.4263, -5.8236], [-2.3204, 2.3087, 1.9216], [1.2620, -5.2025, 0.2290], [2.8550, 5.1268, -3.5732], [-2.6393, 1.4091, -3.2837], [-3.8975, -1.0199, 2.7709], [2.7371, 0.0924, -3.9261], [-0.8608, -0.6076, 4.1599], [-4.0492, -0.9527, -2.5621], [1.7855, 3.6600, -1.7764], [-0.2915, -0.7182, -3.5085], [-3.5219, -2.0079, -1.2036], [-3.7811, 1.3377, 2.3300], [-1.2143, -2.1769, -3.0664], [3.7541, 3.9526, -5.6326], [0.9846, 4.5091, 2.2400], [0.1586, -4.8513, 2.4148], [-3.2092, 1.4550, 0.6228], [0.6663, -3.2650, 3.0728], [-2.9195, 1.9295, -1.5737], [-1.5113, -3.6120, -1.0804], [1.3633, 1.5621, 3.5960], [-2.0034, -0.8899, -4.0482], [-3.5665, -1.5550, 1.0825], [1.5954, -3.9448, -1.0096], [3.2141, 4.1158, 0.0849], [-4.1766, -0.3770, -0.8585], [-2.2573, -3.8150, 0.5257], [-1.2812, 2.0165, -2.2824], [2.7768, -1.5354, 0.9198], [-2.6904, -2.3134, 2.4477], [-2.5304, 0.0529, 4.3031], [1.9415, 0.4938, 0.8871], [3.3533, 3.8583, 1.9216], [0.8369, 4.8667, 0.3943], [-1.0642, -3.5971, 2.8147], [2.4070, -3.8572, 0.5744], [-1.1362, -5.0693, -0.1035], [-1.1338, 1.1480, 3.9789], [2.1211, -0.3022, 5.2585]]
}

# 3
{
  "formula": "C3H3O2P",
  "method": "wB97M-V/def2-TZVPD",
  "e_lumo_ev": [-2.27, -2.27],
  "relative_energy_kj_mol": 778.5,
  "homo_lumo_gap_ev": [7.7, 7.7],
  "homo_energy_ev": [-9.93, -9.94],
  "species": ["P", "O", "O", "C", "C", "C", "H", "H", "H"],
  "positions_angstrom": [[1.2635, 0.0800, 0.1956], [2.3732, -0.8595, 0.0427], [0.1099, -0.5723, 1.0506], [-1.0813, -0.5067, 0.1849], [1.3490, 1.7767, -0.0456], [0.1101, 1.3161, -1.3107], [-1.1266, -1.2753, -0.7012], [-2.0025, -0.4607, 0.8855], [-0.9954, 0.5016, -0.3019]]
}

# 4
{
  "formula": "C22H34BBrF2O8",
  "method": "wB97M-V/def2-TZVPD",
  "e_lumo_ev": -1.61,
  "smiles": "CCOB(O)C1=C([C@H](F)CC)C(=O)C(CCCBr)=C(F)C1=O.CCOC(C)=O.CCOC(C)=O",
  "relative_energy_kj_mol": 0.0,
  "homo_lumo_gap_ev": 8.2,
  "homo_energy_ev": -9.84,
  "species": ["Br", "F", "F", "O", "O", "O", "O", "O", "O", "O", "O", "C", "C", "C", "C", "C", "C", "C", "C", "C", "C", "C", "C", "C", "C", "C", "C", "C", "C", "C", "C", "C", "C", "B", "H", "H", "H", "H", "H", "H", "H", "H", "H", "H", "H", "H", "H", "H", "H", "H", "H", "H", "H", "H", "H", "H", "H", "H", "H", "H", "H", "H", "H", "H", "H", "H", "H", "H"],
  "positions_angstrom": [[-5.9565, -1.5768, -0.9199], [0.8134, 0.6159, -5.3903], [-0.2733, -2.7140, -0.0651], [-7.4876, -0.4419, 3.5586], [8.0028, 0.7231, 0.4810], [2.0728, -2.3117, -1.2252], [-2.0610, 0.4493, -3.0043], [-6.5481, 1.3303, 2.6724], [7.0037, -0.5313, 1.9727], [3.8125, -0.2676, -2.2477], [3.2230, -0.5272, -4.5009], [4.9878, 1.0455, -0.6381], [-0.2108, -1.7945, -1.0295], [-1.0891, -0.1402, -2.5365], [0.4584, 2.9740, -2.5308], [9.3945, 0.0094, 2.2648], [-3.5253, -0.0851, -0.6615], [-4.7453, -0.1911, -1.5668], [1.3273, -0.6089, -2.7000], [1.1136, 2.3785, -3.7868], [0.3410, 1.1437, -4.2053], [-9.2617, -2.0199, 3.0063], [8.1004, 0.0809, 1.4871], [-8.6348, -1.1297, 4.0591], [-8.9022, 1.2252, 2.4146], [0.2650, 0.0922, -3.1358], [3.9151, 1.0540, -1.7048], [-2.6282, -1.3354, -0.8044], [6.9770, -0.8014, 4.3964], [7.0437, -1.4771, 3.0427], [1.1385, -1.6279, -1.6273], [-7.5601, 0.7338, 2.9068], [-1.2800, -1.0951, -1.4334], [2.8418, -0.4619, -3.1997], [6.9426, -1.5452, 5.1927], [7.8396, -0.1569, 4.5675], [-3.0066, 0.8370, -0.8716], [9.5158, -0.9016, 2.8463], [-9.7442, 0.9127, 3.0279], [-9.3506, -0.4274, 4.4888], [-9.0491, 0.8757, 1.3936], [-2.4473, -1.7239, 0.1863], [-3.9143, -0.0855, 0.3494], [-8.8849, 2.3118, 2.4175], [10.2171, 0.0568, 1.5563], [-8.5232, -2.7218, 2.6197], [9.4512, 0.8706, 2.9289], [6.1637, -2.1014, 2.8991], [6.0862, -0.1772, 4.4616], [4.6379, 0.6019, 0.2835], [0.8807, 2.5628, -1.6218], [2.7402, -1.1890, -4.9967], [7.9110, -2.1318, 2.9480], [-4.4238, -0.4925, -2.5520], [-5.3065, 0.7290, -1.6176], [-8.2620, -1.7384, 4.8810], [4.1934, 1.7716, -2.4723], [-0.5899, 2.6880, -2.5295], [-0.6740, 1.4743, -4.3979], [2.1620, 2.1526, -3.6352], [-3.1333, -2.1097, -1.3734], [0.9973, 3.0921, -4.5952], [2.9486, 1.3282, -1.2760], [-10.0937, -2.5834, 3.4293], [5.8093, 0.4556, -1.0218], [0.4790, 4.0540, -2.5434], [-9.6345, -1.4417, 2.1607], [5.3945, 2.0359, -0.4819]]
}